C90H221N11O12 | ωB97M-V with the def2-TZVPD basis set

Calculated values
* energy above the lowest of the compared OMol25 structures with the same formula, charge and spin: 2.6011 eV
* orbital gap: 8.120 eV
* total energy: -5066.2094 hartree
* LUMO level: 0.023 Ha

Each line ends with the Löwdin charge.
Cartesian coordinates (Å):
C -22.3279 -26.0927 14.5514  -0.090
C -21.7795 -25.8636 13.1233  -0.242
N -20.8493 -26.9549 12.7513  -0.177
C -20.3572 -26.6490 11.4079  -0.259
C -19.1208 -27.4725 11.1349  -0.093
C -21.3217 -28.3433 12.9271  -0.218
C -22.4844 -28.8260 12.0250  -0.065
H -22.9686 -25.2427 14.7464  0.013
H -21.6289 -26.3036 15.3834  0.092
H -23.0305 -26.9613 14.5477  0.079
H -22.6982 -25.7788 12.4671  0.099
H -21.2732 -24.9246 12.9966  0.087
H -21.1809 -26.7915 10.5936  0.119
H -20.0916 -25.5882 11.4113  0.092
H -19.2188 -28.5215 10.9347  0.064
H -18.7136 -27.1223 10.1916  0.037
H -18.3091 -27.2310 11.8075  0.082
H -21.6600 -28.3540 13.9438  0.079
H -20.3815 -28.9216 12.7640  0.114
H -23.2055 -27.9861 11.8469  0.080
H -22.9872 -29.5812 12.6015  0.060
H -22.2085 -29.3098 11.1243  0.043
C -21.4752 -18.6803 6.7720  -0.119
C -22.8255 -18.3395 7.2404  -0.232
N -23.9192 -18.4491 6.1701  -0.153
C -25.0859 -17.5742 6.2980  -0.217
C -25.9274 -17.6388 4.9462  -0.061
C -24.2083 -19.8480 5.8622  -0.258
C -25.0811 -20.5798 6.9058  -0.052
H -20.6562 -18.5547 7.5282  0.080
H -21.2943 -18.1841 5.8051  0.078
H -21.4214 -19.7410 6.4477  0.068
H -23.0863 -18.9076 8.1545  0.101
H -22.8822 -17.3274 7.5581  0.096
H -25.6525 -17.6792 7.1384  0.059
H -24.7423 -16.5339 6.2520  0.113
H -25.3251 -17.2437 4.1930  0.044
H -26.1749 -18.6221 4.5787  0.047
H -26.9039 -17.1106 5.0480  0.073
H -23.2375 -20.3569 5.8501  0.090
H -24.6055 -20.0085 4.8484  0.088
H -25.2456 -21.6126 6.7211  0.042
H -26.0650 -20.0864 6.8396  0.068
H -24.6818 -20.4010 7.9263  0.062
C -14.4956 -25.9212 10.7915  -0.103
C -15.8227 -25.4682 10.4055  -0.230
N -16.4229 -24.6295 11.5175  -0.136
C -15.5321 -23.7902 12.2689  -0.281
C -15.0046 -22.6606 11.4500  -0.085
C -17.5922 -23.8768 11.0167  -0.263
C -18.1761 -22.9499 12.0458  -0.102
H -14.5492 -26.6867 11.5439  0.089
H -13.8941 -25.1419 11.1250  0.036
H -13.9935 -26.3430 9.9247  0.087
H -15.7298 -24.9157 9.4803  0.091
H -16.4485 -26.3230 10.2805  0.083
H -16.0307 -23.3018 13.1021  0.107
H -14.7045 -24.3336 12.6580  0.097
H -15.6792 -21.8040 11.2401  0.056
H -14.2254 -22.2287 12.0773  0.081
H -14.4543 -23.0068 10.5410  0.061
H -18.2859 -24.5890 10.5802  0.096
H -17.3042 -23.1683 10.2414  0.091
H -18.3297 -23.4451 13.0041  0.075
H -19.2012 -22.7092 11.6269  0.074
H -17.5849 -21.9826 12.3027  0.089
C -22.9815 -23.9954 10.6552  -0.050
C -23.4475 -24.0541 9.1406  -0.178
N -24.2521 -25.2701 8.9190  -0.210
C -23.6379 -26.5527 8.9509  -0.269
C -24.5335 -27.7624 8.8259  -0.086
C -25.3686 -25.0126 8.0546  -0.241
C -24.8850 -24.8222 6.5662  -0.073
H -22.2276 -24.8043 10.7449  0.038
H -23.8074 -24.0751 11.3682  0.055
H -22.4421 -23.0580 10.9291  0.065
H -24.1239 -23.1508 8.9697  0.124
H -22.5530 -24.0575 8.4863  0.102
H -22.8525 -26.6988 8.1095  0.112
H -23.1049 -26.6063 9.9150  0.080
H -25.1167 -27.7553 7.9709  0.033
H -24.0218 -28.7678 8.8611  0.091
H -25.1609 -27.8048 9.7228  0.080
H -25.9138 -24.1236 8.4680  0.098
H -26.0676 -25.8718 8.0143  0.097
H -24.3262 -23.9348 6.3472  0.033
H -25.7660 -24.7219 5.9078  0.061
H -24.2628 -25.7050 6.1813  0.091
C -22.9189 -17.6881 15.6220  -0.083
C -22.8466 -16.3581 14.8651  -0.302
N -23.0320 -16.4856 13.4720  -0.220
C -21.7555 -16.9668 12.8487  -0.216
C -20.7213 -15.8334 12.6298  -0.085
C -23.5949 -15.3191 12.8469  -0.233
C -24.0619 -15.6029 11.3515  -0.048
H -23.0550 -17.3873 16.7208  0.104
H -21.9766 -18.1799 15.5431  0.045
H -23.6973 -18.3557 15.2310  0.052
H -23.7091 -15.6522 15.1874  0.134
H -21.8975 -15.8066 15.0847  0.119
H -21.2449 -17.6153 13.5786  0.109
H -21.9249 -17.4436 11.9032  0.073
H -19.7184 -16.2667 12.7781  0.073
H -20.8028 -15.1967 11.7484  0.068
H -20.8404 -15.1011 13.4415  0.062
H -22.8545 -14.5118 12.7607  0.100
H -24.3538 -15.0542 13.5866  0.104
H -24.6866 -14.7902 11.0286  0.054
H -24.6715 -16.5254 11.3033  0.046
H -23.2365 -15.6151 10.6070  0.074
C -22.0211 -20.1371 0.8613  -0.084
C -22.6616 -20.7024 2.1467  -0.264
N -23.0503 -22.1118 2.0648  -0.210
C -24.1616 -22.3645 3.0042  -0.240
C -24.7833 -23.7732 2.9330  -0.079
C -21.9918 -23.0716 1.9801  -0.255
C -21.4668 -23.3880 3.3398  -0.103
H -21.3022 -20.8884 0.5012  0.053
H -21.3710 -19.2553 1.0722  0.079
H -22.8054 -19.9978 0.0996  0.077
H -21.9237 -20.4791 3.0188  0.130
H -23.5937 -20.1969 2.2913  0.086
H -23.7578 -22.1986 4.0413  0.104
H -24.8933 -21.6116 2.7247  0.105
H -24.0491 -24.5162 3.3079  0.063
H -25.8052 -23.8711 3.3466  0.081
H -24.8378 -24.0520 1.9302  0.042
H -21.2051 -22.6622 1.4015  0.089
H -22.4529 -23.9587 1.4794  0.129
H -22.0640 -24.1330 3.9357  0.077
H -21.4423 -22.4781 3.9643  0.077
H -20.4806 -23.8912 3.3730  0.051
C -27.9896 -21.9255 9.3093  -0.085
C -29.4750 -22.0997 9.6365  -0.229
N -29.7519 -23.5079 9.9454  -0.212
C -30.9683 -23.8282 10.6092  -0.272
C -32.0645 -24.2244 9.6115  -0.076
C -29.2937 -24.5475 9.0436  -0.260
C -29.1592 -25.9117 9.7480  -0.074
H -27.7639 -20.8369 9.3578  0.061
H -27.8099 -22.3106 8.3249  0.051
H -27.3287 -22.5070 9.9917  0.075
H -29.7650 -21.5436 10.5684  0.112
H -30.0613 -21.6282 8.8408  0.105
H -30.7309 -24.5286 11.4085  0.105
H -31.3313 -22.9549 11.1322  0.102
H -32.1163 -23.4641 8.8234  0.081
H -31.8311 -25.2260 9.2171  0.060
H -33.0259 -24.3146 10.1098  0.068
H -28.2705 -24.2836 8.7177  0.078
H -29.9351 -24.6449 8.1075  0.128
H -30.1049 -26.3732 9.9456  0.050
H -28.6596 -25.8063 10.7366  0.072
H -28.5235 -26.4247 9.0118  0.072
C -17.7405 -19.7848 10.6076  -0.076
C -16.7497 -18.6819 10.9386  -0.223
N -16.4582 -17.8135 9.8009  -0.187
C -17.6161 -17.0851 9.4527  -0.297
C -17.4503 -15.9758 8.4377  -0.087
C -15.7304 -18.4646 8.6838  -0.234
C -14.4859 -19.1802 9.1228  -0.078
H -18.3458 -20.0889 11.4472  0.056
H -17.2624 -20.6054 10.0978  0.056
H -18.5666 -19.4927 9.9416  0.061
H -17.0774 -17.9411 11.6376  0.097
H -15.8175 -19.1290 11.3282  0.112
H -18.4715 -17.6822 9.0614  0.104
H -17.9428 -16.6313 10.4231  0.122
H -17.2087 -16.3497 7.4912  0.010
H -18.3611 -15.4076 8.3131  0.076
H -16.5673 -15.3477 8.6082  0.088
H -15.5026 -17.6245 7.9710  0.123
H -16.3483 -19.0991 8.0615  0.092
H -14.6871 -20.1256 9.5373  0.035
H -13.9344 -18.5913 9.7975  0.070
H -13.9393 -19.3348 8.2000  0.080
C -20.3363 -28.4347 7.7228  -0.078
C -20.8531 -27.8044 6.4048  -0.206
N -20.1087 -28.3884 5.2115  -0.205
C -20.3526 -29.8408 5.1427  -0.255
C -18.9777 -30.4531 4.8615  -0.076
C -20.4446 -27.7832 3.9565  -0.284
C -19.8831 -26.3896 3.7695  -0.096
H -21.1650 -28.5609 8.4205  0.059
H -19.6576 -27.6895 8.1639  0.060
H -19.8864 -29.4060 7.6909  0.056
H -21.9870 -28.0451 6.2674  0.128
H -20.7711 -26.6746 6.4498  0.081
H -20.7313 -30.1210 6.1407  0.101
H -21.0733 -30.0247 4.3459  0.111
H -18.3332 -30.3676 5.7298  0.054
H -19.2385 -31.5183 4.6129  0.085
H -18.5290 -30.0867 3.9642  0.057
H -21.5640 -27.7108 3.8505  0.129
H -20.0738 -28.3814 3.1305  0.111
H -20.2166 -25.9073 2.8501  0.062
H -18.8067 -26.2715 3.7422  0.071
H -20.2579 -25.6873 4.5441  0.044
C -24.3812 -24.0120 17.9455  -0.073
C -23.5068 -23.2178 17.0045  -0.267
N -24.1150 -22.4562 15.8993  -0.163
C -25.2610 -21.5474 16.3283  -0.210
C -24.9582 -20.4712 17.3765  -0.082
C -23.1621 -21.7422 15.0652  -0.274
C -22.2419 -22.7170 14.3541  -0.093
H -25.2117 -24.4373 17.4522  0.051
H -24.6693 -23.3221 18.7696  0.078
H -23.7767 -24.7833 18.4236  0.079
H -22.8442 -22.5097 17.5736  0.129
H -22.8118 -23.9152 16.5891  0.067
H -25.5724 -21.0168 15.4311  0.076
H -26.0185 -22.1942 16.7621  0.102
H -25.8307 -19.7751 17.4649  0.088
H -24.7787 -20.9126 18.3438  0.056
H -24.1567 -19.8061 17.0669  0.040
H -22.5494 -20.9655 15.5613  0.112
H -23.7209 -21.1738 14.2846  0.100
H -21.4755 -22.1956 13.7213  0.083
H -22.7862 -23.3065 13.6294  0.053
H -21.6492 -23.3621 15.0867  0.095
C -15.0622 -19.8472 2.9926  -0.098
C -16.5348 -19.7266 3.2617  -0.277
N -16.9063 -20.0779 4.6496  -0.180
C -16.8091 -21.5293 4.9194  -0.214
C -16.6968 -21.7759 6.4731  -0.067
C -18.2334 -19.4754 4.9433  -0.248
C -18.1650 -17.9883 5.3830  -0.066
H -14.7828 -19.2676 2.0934  0.079
H -14.6444 -20.8984 2.8748  0.084
H -14.6088 -19.5172 3.8983  0.062
H -16.7972 -18.6550 3.2567  0.103
H -17.2045 -20.1635 2.5328  0.108
H -17.6127 -22.1241 4.5272  0.100
H -15.8305 -21.8046 4.5581  0.089
H -16.6475 -22.8794 6.6238  0.056
H -15.6654 -21.4793 6.7927  0.069
H -17.5143 -21.3476 7.1010  0.064
H -18.7170 -20.0092 5.7785  0.093
H -19.0054 -19.6449 4.1321  0.121
H -19.1761 -17.6554 5.6458  0.054
H -17.7577 -17.3939 4.5903  0.053
H -17.4572 -17.9384 6.2158  0.047
C -19.8087 -24.1571 7.1641  -0.067
O -20.2598 -22.8819 7.5955  -0.165
C -20.1028 -22.5283 8.9077  -0.265
C -21.0239 -21.4272 9.2489  -0.193
O -20.9810 -21.2460 10.6587  -0.191
C -21.4523 -19.9542 11.1597  -0.140
C -22.9181 -20.0740 11.6936  -0.110
O -23.8639 -20.2584 10.5387  -0.202
C -25.1446 -19.7750 10.8533  -0.109
H -20.6364 -24.9193 7.1975  0.079
H -19.0690 -24.6068 7.7913  0.064
H -19.4693 -23.9251 6.1695  0.085
H -19.0552 -22.2880 9.1746  0.119
H -20.2565 -23.3281 9.5680  0.094
H -22.1521 -21.6080 8.9029  0.161
H -20.6681 -20.5408 8.7186  0.098
H -21.3216 -19.2029 10.3415  0.130
H -20.7897 -19.7911 12.0041  0.110
H -23.0764 -19.0681 12.1891  0.103
H -23.0646 -20.8715 12.4321  0.092
H -25.6573 -19.7841 9.9173  0.060
H -25.1124 -18.7293 11.2110  0.075
H -25.6446 -20.4199 11.5232  0.075
C -26.3567 -24.3846 12.0337  -0.117
O -25.4386 -25.0919 12.8155  -0.182
C -25.7739 -24.9952 14.2002  -0.182
C -26.9764 -25.7748 14.6761  -0.203
O -28.0091 -24.8360 14.7976  -0.170
C -29.2809 -25.5054 15.0080  -0.165
C -30.3534 -24.4628 15.3107  -0.139
O -30.6786 -23.5515 14.1699  -0.189
C -29.7464 -22.5377 14.0691  -0.145
H -26.3134 -24.6597 10.9860  0.077
H -26.2085 -23.3381 12.1323  0.076
H -27.3892 -24.5994 12.3052  0.078
H -25.7884 -23.9181 14.5061  0.131
H -24.8650 -25.3580 14.6980  0.093
H -26.7357 -26.2108 15.6304  0.118
H -27.1967 -26.5758 13.9978  0.128
H -29.2081 -26.2083 15.8476  0.126
H -29.5924 -26.0733 14.1023  0.137
H -30.1715 -23.8680 16.2105  0.123
H -31.2620 -25.0388 15.4857  0.118
H -28.7700 -22.9290 13.9926  0.050
H -29.8243 -21.8725 14.9277  0.084
H -29.9164 -21.9049 13.1085  0.112
C -26.4642 -18.6307 14.0875  -0.072
O -27.5084 -18.6835 13.0718  -0.188
C -27.6565 -17.4557 12.3782  -0.209
C -28.6537 -17.4114 11.2207  -0.180
O -27.9827 -17.6661 10.0228  -0.134
C -28.7611 -17.8537 8.8890  -0.199
C -28.8588 -16.6607 7.9458  -0.183
O -29.7952 -15.7499 8.5520  -0.189
C -29.7364 -14.5037 7.8936  -0.118
H -26.7734 -19.4670 14.6626  0.057
H -26.5684 -17.6782 14.6855  0.106
H -25.4615 -18.6838 13.6300  0.068
H -26.7655 -17.0542 11.9378  0.094
H -28.0107 -16.6949 13.1041  0.128
H -28.8901 -16.3711 11.1717  0.113
H -29.5381 -18.0289 11.4075  0.139
H -29.7632 -18.1745 9.2045  0.133
H -28.3430 -18.7360 8.4495  0.100
H -29.1414 -17.0648 6.9632  0.124
H -27.9629 -16.1114 7.7087  0.104
H -30.2190 -14.6278 6.9544  0.075
H -28.6826 -14.0367 7.8855  0.116
H -30.2875 -13.8404 8.5667  0.086
C -11.5589 -23.0181 9.0365  -0.122
O -12.1449 -23.4378 7.8493  -0.162
C -13.5226 -23.6720 8.0906  -0.228
C -14.0157 -24.3551 6.8927  -0.194
O -15.3310 -24.8379 7.1235  -0.197
C -15.6085 -26.0394 6.3784  -0.150
C -16.9686 -26.5184 6.8765  -0.204
O -16.9313 -27.1501 8.1275  -0.229
C -16.6602 -28.5803 8.0631  -0.038
H -10.5947 -22.5547 8.7703  0.095
H -11.2976 -23.8267 9.7523  0.100
H -12.2478 -22.2935 9.4599  0.074
H -13.9810 -22.6792 8.2882  0.125
H -13.7842 -24.3052 8.9509  0.095
H -13.4296 -25.2484 6.7048  0.127
H -14.0988 -23.6563 6.0111  0.147
H -14.8630 -26.7922 6.6494  0.119
H -15.5223 -25.7429 5.3108  0.138
H -17.5291 -27.1997 6.0953  0.149
H -17.6195 -25.6416 7.0924  0.101
H -17.3681 -28.9817 7.4031  0.044
H -16.7958 -28.9219 9.0859  0.094
H -15.6455 -28.7467 7.8438  0.069

Atomic forces in eV per Å
C -0.6960 -0.5471 -0.4017
C -1.1396 -2.0968 0.8143
N -0.6910 1.3071 -0.7508
C -0.8563 -1.1218 -0.0378
C 0.6727 1.1397 -1.5844
C 0.8788 1.0191 -1.1862
C -0.3101 1.2758 1.2550
H 0.1336 0.1856 0.5313
H 0.0488 0.4794 -0.6484
H 0.4396 0.5183 -0.1193
H 0.8161 -0.3436 0.5068
H 0.4692 0.4077 0.2238
H 1.2878 0.0976 1.0730
H 0.0289 -0.0751 -0.1469
H -0.4114 -0.6794 0.4876
H 0.1282 0.2069 -0.5190
H -0.0571 -0.2619 0.6976
H 0.1539 -0.6041 0.5664
H -1.0008 -0.1186 0.4708
H 0.5362 -0.7509 -0.0101
H -0.5641 -0.3822 0.2278
H 0.4892 -0.0773 -1.1289
C 1.3862 -1.3097 -1.3906
C -2.9051 -0.1346 0.1328
N 1.1938 -0.4690 0.5405
C 1.4639 0.5201 -4.1864
C -1.0124 -0.3996 2.3131
C 0.6248 -0.9527 0.4331
C -0.3327 2.2107 0.1857
H -0.7737 0.2732 -0.7114
H 0.3223 0.3942 0.5685
H -0.0035 0.2653 0.5121
H -0.0241 -0.1197 -0.2902
H 0.1242 1.1566 0.2297
H -1.7746 -0.6665 2.5109
H 0.2364 -0.1130 0.4914
H 0.8481 1.0885 -1.2651
H -0.1156 -0.6102 0.3739
H 0.8282 -0.0454 -0.0927
H -0.0828 0.0645 -0.1539
H -0.0172 0.3782 0.3159
H 0.1570 -1.0046 -0.2091
H 0.0178 -0.2715 0.3541
H -0.2095 -0.3414 -0.5268
C 0.7625 -1.9124 -0.6259
C -1.0784 1.8796 1.5981
N -1.1978 -1.0769 -0.6988
C -0.8223 0.7382 -0.8235
C 1.8525 1.2980 -0.5636
C 1.8208 0.2284 0.5263
C -1.5086 1.0191 0.6433
H 0.1347 -0.3377 0.5433
H 1.2563 1.2824 0.5983
H 0.1183 -0.2908 -0.1536
H -0.4716 0.2847 -0.3937
H -0.6879 -0.2903 -0.3849
H -0.3027 -0.5415 0.3194
H 0.4398 -0.6131 0.4515
H 0.1197 -0.8537 -0.1555
H 0.3180 0.4126 -0.0293
H -0.7604 0.3788 0.4692
H -0.3040 -0.0202 0.1482
H 0.3314 -0.1600 -0.9007
H -0.1283 -0.2059 0.0758
H 1.0573 0.3774 0.7850
H -1.0143 -1.7293 -0.9050
C 0.9502 0.3415 -1.2300
C -0.5059 0.0756 1.7184
N -1.2868 1.1283 0.7924
C 2.2998 -0.4911 -0.9715
C 0.6649 -1.0439 2.5504
C 0.3992 -0.1796 -1.4415
C -0.8686 -1.1078 -0.4420
H -0.6764 0.4449 0.3946
H 0.1084 -0.4447 -0.3359
H -0.3357 -0.5021 -0.5595
H 1.0262 -1.1562 -0.1869
H -0.3403 0.3946 0.0625
H -0.5579 0.4779 0.9755
H 0.0341 -0.1801 -0.4575
H -1.2503 0.0431 -1.7109
H 0.1146 1.2726 -0.2020
H -0.4174 0.1007 -0.2321
H 0.3236 -0.6639 -0.6695
H 0.2678 0.4695 0.3833
H 0.6087 0.6300 0.3783
H 0.2015 -0.3021 0.1159
H -0.9146 1.0345 0.7380
C -0.3245 1.5134 1.3555
C -1.4222 1.5672 1.3585
N 1.2393 -1.7009 -1.8787
C 0.2528 1.6496 0.6180
C 0.1099 0.2740 1.1109
C 0.2912 -0.4519 -1.5265
C 0.0891 -0.1749 1.2346
H -0.0275 -0.9149 -1.4098
H 0.7161 -0.6259 0.0454
H 0.0181 0.3724 0.2958
H 1.3995 -1.1961 0.0572
H -0.4857 -0.3142 0.3133
H -0.6156 -0.2979 -0.5210
H -0.2371 -0.4945 -0.2657
H -0.2198 0.3810 -0.5635
H 0.0416 -0.5895 -0.3710
H 0.1848 -0.2121 0.0673
H -0.1628 0.2937 0.3148
H -0.5227 0.5430 -0.9151
H -0.4527 0.4551 -0.0913
H 0.5013 0.3727 -0.0729
H -0.2532 -0.3240 0.7502
C 0.5609 -0.7419 0.3470
C 1.5767 -0.1513 0.4469
N -1.2020 1.2545 -0.7843
C 0.8924 -0.4897 0.5259
C 1.0235 0.2320 0.8162
C -1.5238 -1.1385 0.4816
C 0.6923 -1.3901 2.2157
H -0.2650 0.2020 -0.2323
H -0.9789 -0.2951 -0.2415
H 0.5763 0.2633 0.1825
H -1.2441 -0.3153 -0.8990
H -0.2918 0.7042 0.5368
H -0.7627 0.1125 -0.4579
H -0.2646 0.0261 0.4507
H -0.8016 0.3101 0.4700
H 0.8234 0.1509 0.2038
H -0.4548 -0.2867 -2.0230
H 0.6510 0.2113 -0.9068
H 0.8786 0.3615 0.2115
H 0.0424 0.7606 -0.6740
H 0.2804 -0.2844 -0.2358
H -0.2515 0.7694 -0.3363
C -0.1675 0.6663 0.8649
C 0.1966 -0.5578 1.3182
N 1.0803 0.5311 -0.3932
C -0.7763 0.4956 -0.1512
C 0.1956 -0.7850 0.6268
C 0.1568 0.4599 -0.1303
C 0.9294 1.0857 -0.3487
H 0.1969 -0.7602 -0.1360
H 0.2865 0.1151 -0.7036
H -0.5167 0.5779 -0.1686
H 0.4587 -0.3288 -0.7075
H -0.2679 -0.2394 -0.3627
H -0.5025 -0.5476 -0.1003
H 0.0780 0.4465 0.2616
H -0.0623 -0.3267 0.0436
H -0.2361 0.4676 -0.3088
H -0.2002 0.1271 0.0018
H -0.5661 -0.0666 -0.0189
H 0.6260 -0.0063 0.8107
H -0.4801 -0.5577 -0.2404
H -0.0064 -0.0065 -0.7988
H -0.3325 -0.7679 0.7056
C -1.1659 0.4923 -0.1786
C 0.6067 -0.0998 -0.8608
N 1.6313 -1.1678 -0.6199
C -1.4137 1.2418 0.3595
C 1.0024 0.4776 0.6260
C -0.7798 2.0649 -0.1569
C -0.4940 0.4792 -1.7239
H 0.3896 -0.6041 0.6132
H 0.1915 -0.5662 0.1386
H 0.4885 0.4172 -0.1924
H -0.5865 -0.1514 1.0866
H -0.3240 0.2640 -0.1476
H 0.2507 -0.1433 0.2861
H -0.1836 -0.2068 -0.7602
H 0.0018 -0.8914 -1.5863
H -0.1469 0.3135 0.2263
H -0.4105 0.2850 0.6222
H 0.2582 -0.6936 0.6895
H -0.5416 -0.6763 -0.0113
H -0.3070 -1.2877 0.6830
H 0.8623 0.7401 0.8308
H 0.5626 -0.1850 -0.0035
C -0.5917 1.8463 0.2714
C -0.9033 -0.7325 -1.2512
N -0.6665 0.7054 1.8034
C 1.3203 1.4136 0.5121
C -2.0521 -2.3521 -0.0800
C -0.7003 1.0642 -0.3382
C -0.5345 1.4122 0.4628
H -0.1231 0.2331 0.0943
H 0.0954 -0.5991 0.0874
H 0.5360 -0.3415 -0.4759
H 1.5288 0.4220 0.1846
H 0.0466 -1.5147 -0.2428
H -0.0050 -0.4982 -0.8654
H -0.2053 -0.4380 0.1178
H 0.1371 -0.0682 -0.0911
H 0.8764 0.4392 0.5054
H 0.3593 0.6841 -0.4124
H 0.5472 -0.1491 -0.1195
H 0.0162 -0.4274 -0.0027
H -0.2457 -0.4224 -0.2315
H 0.3812 -0.5354 0.2541
H 0.2716 -0.5441 -0.1851
C 0.7195 1.6721 1.3054
C 1.2164 1.3710 -0.2205
N -1.6208 0.8045 0.7498
C 1.5544 -0.5638 0.1782
C -0.6978 0.6656 -0.4805
C 0.0804 0.1051 -0.6142
C 1.8288 0.1137 0.0708
H -1.0599 -0.5167 -0.4192
H -0.4687 -0.6501 -0.4527
H -0.0727 -0.0964 -0.1602
H -0.4229 -0.4585 0.0708
H 0.3950 -0.3922 -0.6116
H -0.3766 -0.4816 -0.1410
H -0.3936 -0.0413 -0.4395
H 0.4060 -0.7266 0.0250
H 0.2682 0.0472 0.3883
H 0.4074 -0.1771 0.1396
H -0.1356 -0.2228 0.4248
H 0.0469 -0.4361 0.6077
H -0.5083 -0.1292 0.6587
H -0.2899 -0.5062 0.1487
H -0.8738 0.7625 -1.1543
C 0.4729 -1.5645 -0.8641
C -0.7034 1.1280 1.1819
N -0.9409 -0.2091 -0.5195
C 0.4967 1.6673 2.4617
C 0.6563 -0.9094 -0.5606
C -0.6912 -0.5409 0.4372
C 0.1249 -1.4660 -0.1733
H 0.0787 -0.2075 0.6100
H -0.8511 1.0461 -0.1523
H 0.7885 0.7997 0.4461
H 0.3485 -0.2109 -0.4748
H -0.1350 -0.6188 -0.4328
H -0.4962 -0.3421 -0.6406
H 0.0230 -0.5294 -0.5699
H -0.4550 0.5861 0.0483
H -1.0197 0.4001 0.0094
H 0.7287 -0.1946 -0.5367
H 0.4979 -0.0614 -0.0578
H 0.8919 0.3290 0.1940
H 0.4489 0.1264 0.0536
H 0.0651 0.6012 -0.4544
H -0.3703 0.0954 0.0236
C -1.6143 0.2230 0.3355
O -0.2867 -0.1282 -1.2843
C 1.3002 -0.2033 0.7192
C -2.6897 0.9157 -0.1072
O -0.0134 0.9015 -0.0835
C -0.7380 -2.1859 -0.7039
C -0.0170 1.4172 -1.7892
O 2.2632 0.4113 1.9029
C 0.7315 0.9185 -0.6976
H 0.3633 0.8765 -0.3365
H 0.9414 0.2081 0.4650
H 0.3206 -0.7474 -0.5045
H -0.0965 0.5415 -0.4392
H -0.8458 -1.6868 1.0305
H 2.3445 0.1297 0.5330
H -0.1682 0.3393 0.0840
H -0.3140 -0.2885 0.8224
H 0.0006 0.5361 0.1413
H -0.4620 -1.0623 -0.4117
H 0.2574 0.0533 -0.3957
H -0.7039 0.0930 -0.5855
H -0.0591 -0.4028 0.0861
H -0.7262 -0.6150 1.0924
C -0.9628 -0.6861 -0.4298
O -0.3134 -0.4628 0.3698
C 2.0072 0.4836 0.1455
C 0.8685 1.3333 -0.2624
O -1.8837 -1.0920 0.2739
C 0.3210 1.2629 -0.4807
C -0.7170 0.4664 -1.4308
O -0.3117 -2.3508 1.4592
C -0.3660 2.1628 -1.6265
H 0.6316 -0.1780 -0.2130
H 0.1796 1.2961 0.0868
H -0.2085 0.0033 0.3147
H -0.5107 -0.7026 -0.1784
H -0.4005 -0.1635 -0.0668
H -0.0255 -0.3110 0.7206
H -0.3133 -0.5093 -0.6462
H 0.0147 0.0666 0.0250
H 0.3479 0.2955 0.3586
H 0.3339 0.0220 -0.1326
H -0.1983 0.1654 -0.0532
H 1.2693 -0.2551 -0.0167
H 0.1356 0.3087 0.1600
H -0.0653 -1.1310 1.5638
C -1.3598 1.4215 -1.1635
O 0.7604 0.5333 -0.4245
C -1.1875 0.3856 0.6279
C 0.7305 0.0999 0.9261
O 1.0077 -0.5063 0.3107
C -0.3572 -0.1522 0.0421
C -0.9651 -0.6142 0.6466
O 1.1613 -0.6071 -0.7167
C 0.8528 0.8323 2.0474
H 0.5543 -0.7333 0.9170
H 0.2046 -0.8702 -0.4763
H -0.3007 -0.1102 0.2881
H 1.0879 -0.0770 -0.0199
H 0.1439 -0.2230 -0.0779
H -0.9936 0.8455 0.2024
H 0.0385 -0.0795 -0.2303
H -0.1804 0.3680 -0.2999
H 0.3471 -0.3748 -1.0653
H -0.7537 0.2127 0.0018
H 0.9111 -0.0316 0.5255
H -0.0849 0.5192 -1.1433
H -1.2835 -0.9856 -0.4829
H -0.2776 0.1331 -0.4917
C 1.3580 0.4126 0.1465
O -0.4277 -1.0199 0.1714
C 0.2015 1.0009 0.3889
C -1.8566 -0.0808 -1.8004
O -0.2561 -0.5035 0.2532
C -0.1647 1.1140 0.6239
C -1.7342 -0.3710 -1.4140
O 0.5125 -1.1712 0.0858
C -0.4734 2.4921 1.8406
H -0.4038 0.1001 0.1869
H -0.5888 0.1674 -0.3004
H 0.2916 0.3310 0.7223
H -0.1995 -0.4403 -0.2354
H 0.7222 0.0538 0.0032
H 0.7731 0.2483 -0.3435
H 0.6874 -0.7304 0.5206
H 0.1667 -0.0991 -0.2893
H -0.4045 -0.7174 0.3121
H 1.0450 1.1818 1.2092
H 0.6060 -0.3906 -0.7074
H -0.7407 -1.0754 -1.0392
H -0.2993 -0.2208 0.0166
H 1.3110 -0.4183 -0.8494